# 1
{"formula": "C6H9NO2", "method": "the ωB97M-V functional and the def2-TZVPD basis", "spin_multiplicity": 1, "symbols": ["N", "C", "C", "C", "C", "C", "C", "O", "H", "H", "H", "H", "H", "H", "H", "O", "H", "H"], "coordinates": [[0.46518, 1.49888, 1.35921], [-0.66486, 1.53869, 0.66083], [-0.99792, 0.40758, -0.28291], [0.02416, 0.10019, -1.39816], [0.20062, -1.20857, -0.64750], [0.36717, -2.59586, -1.14593], [1.44083, -1.94369, -0.28743], [-0.78209, -0.86771, 0.33316], [-2.03297, 0.55330, -0.62389], [-0.41225, 0.00744, -2.39800], [0.90252, 0.75531, -1.42346], [-0.24674, -3.36724, -0.67813], [0.55768, -2.73342, -2.21170], [2.37429, -1.63275, -0.75959], [1.53028, -2.28588, 0.74488], [-0.78691, 2.74298, 0.25322], [0.63178, 0.60858, 1.81722], [0.56378, 2.74798, 1.14482]], "forces_ev_per_angstrom": [[-0.838, 0.843, 0.413], [3.526, 3.068, -3.191], [-1.865, -0.125, 0.759], [0.288, 0.368, 0.021], [0.111, -0.098, -0.046], [-0.168, -0.152, -0.173], [0.222, 0.071, 0.123], [-0.011, -0.328, 0.082], [0.228, -0.266, -0.030], [0.034, 0.073, 0.280], [-0.252, -0.160, 0.029], [0.189, 0.245, -0.135], [-0.027, 0.005, 0.318], [-0.263, -0.112, 0.144], [-0.031, 0.077, -0.311], [-2.054, -0.714, -0.109], [0.985, 0.476, 0.506], [-0.075, -3.270, 1.321]], "lowdin_charge": [0.116, -0.467, -0.222, 0.010, -0.471, -0.053, -0.056, -0.014, 0.154, 0.124, 0.129, 0.113, 0.108, 0.109, 0.111, -0.052, 0.093, 0.269]}

***

# 2
{"formula": "C7H19Cl2N5O10", "method": "the ωB97M-V functional and the def2-TZVPD basis", "smiles": "C[N+](=O)[O-].C[N+](=O)[O-].C[N+](=O)[O-].C[N+](=O)[O-].C[N+](=O)[O-].ClCCCl", "spin_multiplicity": 1, "symbols": ["C", "N", "O", "O", "H", "H", "H", "C", "N", "O", "O", "H", "H", "H", "C", "N", "O", "O", "H", "H", "H", "C", "N", "O", "O", "H", "H", "H", "C", "N", "O", "O", "H", "H", "H", "Cl", "C", "C", "Cl", "H", "H", "H", "H"], "coordinates": [[-2.61692, 2.22394, -3.94275], [-2.79417, 1.02554, -4.81350], [-3.43715, 0.10332, -4.34534], [-2.29728, 1.04569, -5.91783], [-3.59902, 2.66378, -3.80745], [-1.94445, 2.89690, -4.46204], [-2.18020, 1.86786, -3.01726], [3.59062, -0.45115, 1.35028], [4.19571, -1.03910, 0.12807], [3.94266, -2.20222, -0.11209], [4.92595, -0.32378, -0.51877], [2.56882, -0.79736, 1.43463], [3.69670, 0.62352, 1.27481], [4.19701, -0.80505, 2.18184], [-4.11161, -2.32349, 1.21519], [-2.78645, -1.87597, 1.74025], [-2.78796, -0.92506, 2.49437], [-1.79296, -2.45067, 1.34591], [-4.82350, -2.20701, 2.02270], [-4.02704, -3.36816, 0.93373], [-4.31547, -1.71127, 0.34392], [2.45604, 4.81072, 1.87876], [1.58783, 5.41846, 2.91727], [1.01699, 4.65618, 3.66435], [1.49002, 6.62745, 2.92114], [2.94541, 3.94888, 2.32566], [3.19105, 5.54262, 1.57410], [1.78802, 4.43074, 1.11253], [1.15809, -3.90654, -0.20657], [0.71110, -5.08943, 0.57268], [-0.48214, -5.20815, 0.73082], [1.56623, -5.82140, 1.03286], [0.43659, -3.76700, -1.00444], [2.17055, -4.06687, -0.54886], [1.12159, -3.05877, 0.47267], [-0.02443, 2.40612, 0.08538], [-0.97948, 0.90771, 0.08334], [-0.27824, -0.20588, -0.65676], [-0.47220, -0.02265, -2.43400], [-1.97973, 1.11252, -0.29202], [-1.12729, 0.59908, 1.12213], [-0.68961, -1.16960, -0.37924], [0.79033, -0.11441, -0.50045]], "forces_ev_per_angstrom": [[0.194, 0.004, -0.337], [-0.195, -0.170, 0.183], [0.111, 0.188, -0.113], [0.009, -0.031, -0.003], [-0.029, -0.020, 0.127], [-0.034, 0.056, 0.030], [-0.161, 0.089, 0.086], [0.333, 0.120, 0.152], [0.023, 0.018, 0.056], [-0.046, 0.025, -0.070], [0.057, -0.060, -0.158], [-0.054, -0.003, 0.048], [-0.205, 0.054, -0.037], [-0.137, -0.117, 0.032], [0.279, -0.500, 0.251], [-0.107, 0.104, -0.098], [0.040, 0.004, 0.014], [0.020, 0.021, -0.047], [-0.148, 0.264, -0.133], [0.118, 0.041, -0.079], [-0.180, 0.119, 0.043], [0.254, -0.528, 0.364], [0.055, 0.119, -0.097], [-0.130, -0.021, 0.164], [-0.041, -0.036, 0.082], [-0.035, 0.053, 0.106], [-0.198, 0.107, -0.346], [0.100, 0.306, -0.274], [-0.052, 0.063, -0.076], [0.348, 0.049, 0.200], [-0.225, -0.229, 0.040], [-0.199, 0.085, -0.106], [0.075, 0.028, -0.075], [0.037, -0.042, -0.051], [-0.016, -0.017, 0.053], [-0.065, 0.121, -0.119], [-0.332, -0.489, 0.662], [-0.125, 0.655, -0.517], [0.070, -0.194, 0.056], [0.127, 0.106, -0.293], [0.255, 0.123, -0.014], [0.125, -0.087, 0.041], [0.084, -0.378, 0.251]], "lowdin_charge": [0.025, -0.460, 0.039, 0.068, 0.101, 0.097, 0.028, 0.048, -0.451, 0.057, 0.080, 0.085, 0.091, 0.107, 0.062, -0.438, 0.064, 0.046, 0.098, 0.100, 0.103, 0.037, -0.459, 0.064, 0.070, 0.093, 0.096, 0.059, 0.037, -0.451, 0.057, 0.070, 0.100, 0.083, 0.085, 0.580, -0.662, -0.626, 0.600, 0.071, 0.061, 0.041, 0.043]}

***

For the records above, the corresponding energy relative to the best compared isomer or geometry (same formula, charge and spin) values read 96.12, 10.82 kcal per mole.
For the records above, the corresponding orbital gap values read 10.147, 10.762 eV.